1.
{"formula": "C7H8N4O", "method": "wB97M-V/def2-TZVPD", "species": ["C", "C", "C", "C", "C", "C", "C", "N", "N", "N", "N", "O", "H", "H", "H", "H", "H", "H", "H", "H"], "coordinates": [[-1.4192, 1.7493, -0.2850], [-1.1290, -2.3976, -0.0837], [-0.2362, 1.0912, -0.8211], [-2.6699, -0.1194, 0.4986], [3.6915, 0.3501, 1.1911], [-1.5271, -0.9712, -0.0967], [-0.3671, -0.3793, -0.5864], [-2.4879, 1.2889, 0.2006], [0.0678, -2.5195, -0.5061], [3.3423, 0.4214, -0.0319], [3.0321, 0.4741, -1.1289], [0.5411, -1.2419, -0.8318], [-1.5653, 2.7942, -0.4982], [-1.5379, -3.3507, 0.2572], [-0.2481, 1.3993, -1.8749], [0.8069, 1.5226, -0.5495], [-3.7361, -0.3080, 0.1098], [-2.5836, -0.3949, 1.6295], [4.7815, 0.5241, 1.3733], [3.2443, 0.0674, 2.0342]], "forces_ev_per_a": [[-1.59, 1.12, 0.27], [-1.02, 1.73, 0.61], [2.66, -0.22, -0.45], [0.05, -1.59, 0.24], [4.75, 1.48, -1.76], [0.66, -0.33, -0.18], [-3.76, 1.17, 0.89], [-0.04, -0.47, 1.15], [1.77, -0.32, -0.73], [-1.20, -0.39, -1.41], [0.47, 0.09, 1.30], [1.91, -1.83, -0.59], [0.72, 0.66, -0.10], [-0.51, 0.66, -0.10], [0.00, -0.62, -0.25], [-1.85, -0.64, 0.26], [1.68, -0.40, 0.72], [-0.77, 1.11, -1.72], [-1.00, 0.03, -0.55], [-2.92, -1.24, 2.41]], "e_tot_ha": -565.62147, "relative_energy_ev": 5.5308, "orbital_gap_ha": 0.34894, "e_homo_ev": -8.7824}

=====

2.
{"formula": "C4H12NO", "method": "wB97M-V/def2-TZVPD", "species": ["C", "C", "C", "N", "C", "O", "H", "H", "H", "H", "H", "H", "H", "H", "H", "H", "H", "H"], "coordinates": [[1.4466, -1.4972, -1.1331], [1.2298, -0.4397, -0.1211], [-0.2833, -0.1078, 0.1801], [-0.7306, 1.0936, -0.8306], [-0.7427, 0.4698, 1.5409], [-2.0216, 1.0647, 1.3152], [1.0788, -1.5498, -2.2053], [1.0729, -2.3903, -0.5876], [2.5750, -1.5190, -1.2684], [1.7408, -0.6435, 0.8594], [1.6688, 0.3964, -0.5775], [-0.9371, -0.8500, -0.2659], [-0.0488, 1.6846, -1.2293], [-1.1495, 0.7034, -1.6919], [-1.5137, 1.6546, -0.3236], [-0.5737, -0.2514, 2.4041], [-0.1722, 1.2948, 1.7979], [-2.6393, 0.8868, 2.1368]], "forces_ev_per_a": [[1.34, -2.71, -0.35], [-1.89, 1.04, 1.30], [0.38, 1.70, -1.49], [-2.53, -0.82, 0.48], [0.06, -1.67, -0.27], [-2.33, -1.51, 3.10], [-0.26, 0.92, 1.48], [0.67, -0.25, -1.04], [-1.30, -0.58, 0.26], [-0.35, -0.01, -1.10], [0.67, 1.93, 0.20], [-0.10, -0.58, 0.82], [1.56, 1.07, 0.24], [-0.12, -0.11, 0.70], [1.44, -1.00, -0.90], [-0.94, 0.50, -1.23], [1.95, 1.45, 0.37], [1.73, 0.62, -2.57]], "e_tot_ha": -289.30167, "total_charge": 1, "relative_energy_ev": 1.9915, "orbital_gap_ha": 0.44343, "e_homo_ev": -15.3210, "smiles": "CC[C@H]([NH3+])CO"}

=====

3.
{"formula": "C26H21BaN6O4P", "method": "wB97M-V/def2-TZVPD", "species": ["Ba", "O", "C", "O", "C", "C", "C", "C", "C", "N", "C", "O", "O", "H", "H", "H", "N", "C", "N", "C", "N", "C", "C", "N", "C", "C", "N", "H", "H", "H", "H", "H", "C", "P", "C", "C", "C", "C", "C", "C", "C", "C", "C", "C", "C", "C", "H", "H", "H", "H", "H", "H", "H", "H", "H", "H", "H", "H", "H"], "coordinates": [[0.2877, 0.4915, 0.0136], [-2.6547, -1.2414, 2.8972], [-1.9625, -0.9184, 1.9570], [-1.0407, 0.0099, 1.8627], [-2.2137, -1.5975, 0.5935], [-3.3477, -2.3427, 0.3304], [-3.5765, -2.7410, -0.9818], [-2.7094, -2.3795, -2.0064], [-1.5865, -1.6430, -1.6747], [-1.3544, -1.2982, -0.3957], [-0.6334, -1.0546, -2.7376], [-0.7646, -1.4081, -3.8888], [0.1824, -0.1693, -2.2146], [-4.0356, -2.5734, 1.1317], [-4.4654, -3.3161, -1.2164], [-2.8952, -2.6398, -3.0391], [4.6932, 1.9665, 1.3904], [3.4482, 2.2242, 1.0006], [2.7980, 1.0823, 0.8187], [3.7450, 0.1513, 1.1293], [4.9122, 0.6267, 1.4827], [3.4618, -1.3231, 1.0760], [4.4360, -2.2447, 1.4006], [4.2032, -3.5567, 1.3651], [2.9765, -3.9181, 0.9979], [1.9980, -2.9964, 0.6707], [2.2340, -1.6873, 0.7073], [5.4370, 2.6044, 1.6106], [3.0698, 3.2282, 0.8700], [5.4194, -1.9000, 1.6943], [2.7476, -4.9765, 0.9574], [1.0057, -3.3177, 0.3736], [-3.4954, 1.8115, 0.0071], [-1.9844, 2.7113, -0.5722], [-2.4967, 3.2107, -2.2437], [-3.5033, 4.1357, -2.5266], [-3.8804, 4.3853, -3.8358], [-3.2596, 3.7012, -4.8814], [-2.2637, 2.7761, -4.6135], [-1.8776, 2.5359, -3.2962], [-2.0468, 4.2275, 0.4467], [-1.5716, 5.4360, -0.0684], [-1.5172, 6.5774, 0.7188], [-1.9290, 6.5291, 2.0463], [-2.3885, 5.3305, 2.5752], [-2.4457, 4.1873, 1.7834], [-3.3679, 1.3895, 1.0047], [-3.6818, 0.9897, -0.6883], [-4.3654, 2.4709, 0.0064], [-3.9895, 4.6673, -1.7152], [-4.6601, 5.1073, -4.0460], [-3.5578, 3.8926, -5.9053], [-1.7789, 2.2354, -5.4172], [-1.0930, 1.8108, -3.0968], [-1.2554, 5.4924, -1.1041], [-1.1578, 7.5056, 0.2909], [-1.8919, 7.4197, 2.6616], [-2.7078, 5.2794, 3.6092], [-2.7990, 3.2634, 2.2291]], "forces_ev_per_a": [[1.93, 2.05, 0.46], [0.00, 0.05, 0.31], [0.90, 0.76, -0.87], [-1.87, -1.41, 1.54], [0.17, 0.09, -0.54], [-0.04, -0.13, -0.14], [-0.18, -0.12, -0.05], [-0.08, -0.11, 0.12], [-0.11, 0.06, 0.54], [-1.13, -1.01, -0.34], [0.47, 0.71, 1.18], [0.13, 0.06, -0.25], [-0.90, -1.48, -2.22], [0.02, 0.01, 0.01], [0.02, 0.02, 0.01], [0.03, 0.02, 0.01], [0.44, -0.38, 0.15], [-0.17, -0.36, -0.04], [1.18, 0.68, 0.36], [-0.42, -1.28, -0.10], [-0.21, 0.78, -0.08], [-0.23, 1.05, -0.09], [0.26, -0.42, 0.09], [-0.12, 0.25, -0.05], [0.18, -0.19, 0.06], [-0.18, 0.34, -0.07], [0.11, -0.16, 0.04], [0.03, 0.09, 0.01], [-0.05, -0.13, -0.02], [0.03, -0.12, 0.01], [0.11, 0.00, 0.03], [0.02, 0.06, 0.01], [0.00, 0.09, -0.12], [-0.57, 0.01, 0.32], [0.06, -0.04, -0.18], [-0.03, 0.04, 0.10], [0.11, -0.10, -0.08], [-0.06, 0.06, 0.07], [0.01, 0.01, 0.15], [-0.01, 0.03, -0.14], [0.01, 0.18, -0.07], [-0.01, 0.04, -0.02], [-0.04, -0.05, 0.06], [0.01, -0.06, -0.07], [0.02, -0.03, -0.09], [-0.01, 0.02, 0.08], [0.13, 0.03, -0.05], [0.04, 0.01, 0.02], [0.02, 0.00, -0.02], [0.01, -0.01, -0.02], [0.02, -0.02, 0.01], [0.00, 0.01, 0.04], [-0.03, 0.02, 0.02], [-0.05, 0.03, 0.01], [-0.01, -0.02, 0.00], [-0.01, -0.02, 0.03], [0.00, -0.03, -0.01], [0.01, 0.00, -0.04], [0.02, 0.03, -0.08]], "e_tot_ha": -1999.87817, "relative_energy_ev": 0.7386, "orbital_gap_ha": 0.30185, "e_homo_ev": -8.6058}

=====

4.
{"formula": "C5H8N2", "method": "wB97M-V/def2-TZVPD", "species": ["C", "C", "C", "C", "C", "N", "N", "H", "H", "H", "H", "H", "H", "H", "H"], "coordinates": [[-0.0781, -1.1939, 0.5977], [-1.0085, -0.6050, 0.1352], [-2.0804, 0.2310, -0.3542], [3.0660, -0.0428, -0.5004], [-3.3751, 0.4985, 0.2235], [2.0263, -0.4653, -0.8437], [3.8523, 0.5434, 0.3301], [0.3591, -1.9300, 1.1964], [-1.7328, 0.8329, -1.3303], [1.5612, -1.1947, -1.3514], [-3.5234, 1.6266, 0.2269], [-3.6735, -0.0502, 1.1432], [-3.9464, 0.3305, -0.6277], [4.3768, 1.3748, 0.0095], [4.1768, 0.0442, 1.1452]], "forces_ev_per_a": [[-0.55, -0.87, 0.46], [-3.48, 2.39, -1.17], [3.03, 0.77, -0.84], [-1.69, -0.02, 1.54], [1.86, 0.54, 1.68], [1.39, 0.15, -0.41], [0.88, 0.86, -1.52], [1.11, -0.58, 0.62], [-1.17, -1.35, 2.05], [0.19, -0.13, -0.63], [0.26, -0.88, 0.31], [0.25, 0.52, -0.82], [-2.13, -0.70, -1.90], [-0.12, -0.58, 0.34], [0.16, -0.14, 0.28]], "e_tot_ha": -303.98456, "total_charge": 2, "relative_energy_ev": 2.2272, "orbital_gap_ha": 0.33097, "e_homo_ev": -19.5445}

=====

5.
{"formula": "C8H12FeN2O3S", "method": "wB97M-V/def2-TZVPD", "species": ["O", "C", "Fe", "C", "C", "O", "O", "C", "N", "C", "C", "S", "N", "C", "C", "H", "H", "H", "H", "H", "H", "H", "H", "H", "H", "H", "H"], "coordinates": [[-0.0864, -4.4282, -3.4502], [0.1397, -4.2336, -2.3434], [-2.1916, -0.1161, -0.7267], [-3.3742, -1.3871, -0.7376], [-2.1891, 0.0746, -2.5415], [-4.0836, -2.1661, -1.2125], [-2.1206, -0.1675, -3.6924], [2.0887, -1.6332, 0.6809], [1.5560, -0.2495, 0.7805], [2.4545, 0.7817, 0.2224], [0.2172, -0.0294, 0.7690], [-0.8847, -1.3272, 0.7242], [-0.2577, 1.2546, 0.7055], [0.4035, 2.2618, 1.4971], [-1.7346, 1.5256, 0.5352], [3.1892, -1.6097, 0.7190], [1.8031, -2.1093, -0.2731], [1.7062, -2.2357, 1.5157], [1.9478, 1.3198, -0.5819], [2.7542, 1.4928, 0.9983], [3.3676, 0.3187, -0.1611], [1.0305, 2.9257, 0.8877], [-0.3720, 2.8596, 1.9606], [1.0060, 1.8280, 2.3078], [-2.2605, 1.4090, -0.6220], [-2.2674, 1.0166, 1.3587], [-1.8418, 2.6241, 0.6797]], "forces_ev_per_a": [[0.57, 0.45, 2.80], [-0.58, -0.42, -2.79], [4.07, 0.35, 3.67], [-7.39, -6.92, -2.71], [0.97, -1.60, -10.35], [2.61, 2.52, 2.26], [-0.57, 1.68, 6.54], [-0.06, -0.50, 0.36], [-1.61, 0.11, -0.97], [0.35, 0.51, 0.39], [2.40, 0.26, -0.49], [-0.51, -0.60, -0.47], [-1.70, -0.74, -0.48], [0.83, 1.53, 0.44], [1.28, 1.03, 0.46], [-0.59, 0.16, 0.20], [-0.05, 0.30, 0.32], [0.21, 0.14, -0.29], [0.09, -0.06, 0.03], [0.04, -0.15, -0.23], [-0.39, -0.06, 0.07], [-0.18, -0.15, 0.24], [0.09, 0.20, 0.23], [-0.25, -0.04, -0.37], [1.00, 2.82, 2.08], [-0.38, 0.03, -0.50], [-0.24, -0.87, -0.43]], "e_tot_ha": -2308.37939, "spin_multiplicity": 5, "total_charge": 2, "relative_energy_ev": 0.7809, "orbital_gap_ha": [0.32007, 0.23435], "e_homo_ev": [-17.4400, -17.3703]}

=====

6.
{"formula": "C3H8O", "method": "wB97M-V/def2-TZVPD", "species": ["C", "C", "C", "O", "H", "H", "H", "H", "H", "H", "H", "H"], "coordinates": [[-1.1098, -0.6125, 0.5256], [-0.1470, 0.2126, -0.3129], [1.3198, -0.1412, -0.0833], [-0.3928, 1.5846, -0.0194], [-2.1309, -0.2651, 0.3429], [-1.0475, -1.6728, 0.2610], [-0.8985, -0.5079, 1.5954], [-0.3792, 0.0249, -1.3728], [1.5241, -1.1693, -0.4023], [1.9665, 0.5289, -0.6608], [1.5928, -0.0496, 0.9735], [-0.2975, 2.0674, -0.8469]], "forces_ev_per_a": [[-0.03, -0.05, 0.01], [0.02, -0.41, -0.08], [0.03, -0.01, -0.01], [0.01, 0.19, -0.23], [0.12, -0.09, 0.05], [0.02, 0.12, 0.05], [0.03, 0.04, -0.15], [0.01, 0.04, 0.13], [-0.04, 0.12, 0.05], [-0.09, -0.11, 0.08], [-0.11, 0.04, -0.12], [0.04, 0.13, 0.23]], "e_tot_ha": -194.33427, "relative_energy_ev": 0.0457, "orbital_gap_ha": 0.41373, "e_homo_ev": -10.2911, "smiles": "CC(C)O"}

=====

7.
{"formula": "C18H56N2O14", "method": "wB97M-V/def2-TZVPD", "species": ["O", "H", "H", "O", "H", "H", "C", "C", "O", "O", "H", "H", "H", "H", "H", "H", "C", "C", "O", "O", "H", "H", "H", "H", "H", "H", "C", "C", "O", "O", "H", "H", "H", "H", "H", "H", "C", "C", "O", "O", "H", "H", "H", "H", "H", "H", "C", "C", "O", "O", "H", "H", "H", "H", "H", "H", "C", "C", "C", "O", "C", "N", "H", "H", "H", "H", "H", "H", "H", "H", "H", "H", "H", "C", "C", "C", "O", "C", "N", "H", "H", "H", "H", "H", "H", "H", "H", "H", "H", "H"], "coordinates": [[3.7755, -0.5849, 0.2937], [2.9185, -0.7823, -0.0843], [3.6964, -0.8390, 1.2132], [-0.0362, -4.4838, 0.2657], [-0.1801, -4.2781, 1.1894], [-0.3510, -3.7115, -0.2041], [-5.8517, -0.3194, -0.8235], [-5.5508, -1.6205, -1.7084], [-4.3986, -2.2355, -1.2972], [-6.3404, -0.6160, 0.5449], [-6.5062, 0.3500, -1.3816], [-4.8723, 0.1306, -0.6614], [-5.5073, -1.5670, -2.7962], [-6.4157, -2.2586, -1.5275], [-4.5109, -3.0539, -1.7864], [-6.5192, 0.1916, 1.0322], [1.5726, -5.0863, -3.4984], [0.0887, -5.1073, -3.6786], [-0.5564, -4.1323, -2.8262], [2.0484, -5.4945, -2.2238], [1.8743, -4.0925, -3.8292], [1.8939, -5.7353, -4.3130], [-0.3783, -6.0436, -3.3730], [-0.2103, -5.0818, -4.7265], [-0.1998, -4.2750, -1.9464], [2.8701, -5.9723, -2.3588], [2.0834, -0.3056, 3.3942], [2.0477, 0.6024, 4.6574], [2.4507, 1.9422, 4.3662], [3.4137, -0.4895, 2.9700], [1.4552, 0.1234, 2.6135], [1.5574, -1.2541, 3.5031], [2.6288, 0.3653, 5.5485], [1.0546, 0.5760, 5.1060], [3.3854, 1.9463, 4.5851], [3.7666, 0.3457, 2.6545], [-0.8116, -1.0294, -1.2511], [0.7064, -1.0903, -1.1674], [1.0624, -0.5100, 0.0349], [-1.4582, -1.8690, -0.2933], [-1.2637, -1.2749, -2.2120], [-1.1320, -0.0096, -1.0380], [1.0722, -0.4327, -1.9560], [0.9596, -2.1503, -1.1838], [0.4743, -0.8715, 0.7020], [-2.3530, -2.0167, -0.6081], [1.7992, 0.8206, -5.8019], [2.2189, 1.4520, -4.4267], [3.5713, 1.2532, -3.9557], [1.0669, -0.3513, -5.5936], [2.5790, 0.4010, -6.4376], [1.0729, 1.3888, -6.3830], [1.6613, 1.0371, -3.5871], [2.0498, 2.5127, -4.6122], [3.6614, 1.7223, -3.1230], [0.6700, -0.6486, -6.4156], [-2.8416, 1.3323, 2.2962], [-2.9327, -0.1678, 2.7316], [-2.2163, -0.3512, 4.0928], [-2.0126, -1.6925, 4.3875], [-1.2111, -1.7357, 5.5794], [-4.3417, -0.4602, 2.9663], [-1.8624, 1.7648, 2.5016], [-3.4200, 1.8567, 3.0568], [-3.0379, 1.6022, 1.2586], [-2.5384, -0.9058, 2.0330], [-2.7083, 0.2863, 4.8274], [-1.2324, 0.1124, 4.0220], [-0.2744, -1.2466, 5.3119], [-1.0294, -2.7487, 5.9385], [-1.7309, -1.1555, 6.3418], [-4.2981, -1.3637, 3.4156], [-4.7086, -0.5637, 2.0310], [2.0044, 2.8991, 0.4148], [2.3991, 3.8696, -0.7262], [2.6097, 5.2850, -0.2299], [1.3228, 5.7088, 0.1212], [1.3237, 7.0499, 0.5823], [3.4163, 3.2280, -1.5822], [2.4596, 2.9938, 1.4006], [2.3685, 1.8979, 0.1843], [0.9235, 2.8744, 0.5529], [1.5342, 3.8506, -1.3893], [3.0184, 6.0010, -0.9429], [3.2836, 5.3800, 0.6215], [1.6510, 7.6313, -0.2797], [1.9916, 7.3466, 1.3911], [0.2780, 7.3093, 0.7476], [3.8849, 3.8806, -2.1943], [4.1241, 2.7446, -1.0479]], "forces_ev_per_a": [[0.85, 0.54, -0.84], [-0.31, -0.05, 0.15], [-0.12, -0.34, 0.43], [0.36, -0.37, -0.21], [-0.11, 0.03, 0.21], [-0.47, 0.54, 0.25], [0.97, -0.85, 0.10], [-2.81, 1.73, 1.45], [1.34, -1.06, 0.45], [0.21, -0.86, -2.00], [-0.13, -0.02, 0.22], [0.07, 0.42, -0.35], [-0.25, 1.35, -0.13], [-0.23, -0.30, 0.21], [1.05, -0.68, 0.35], [0.01, 0.30, -0.29], [-0.06, -0.40, -1.51], [-1.19, -0.71, 2.00], [0.00, 0.53, -1.08], [-0.50, 0.39, -0.50], [0.47, 0.35, 0.56], [0.60, -0.40, 0.12], [0.52, -0.58, 0.16], [0.13, 1.11, 0.01], [0.07, -0.41, 0.04], [0.01, 0.02, 0.08], [-0.27, 0.82, 1.06], [-0.66, -0.27, 0.27], [-0.09, -0.14, -0.56], [0.19, -0.61, 0.01], [0.18, 0.81, -0.17], [0.67, -0.38, 0.67], [0.51, -1.20, -0.47], [-0.44, 0.49, -0.54], [0.06, 0.39, -0.01], [-0.10, 0.28, 0.11], [-1.36, 0.28, -0.62], [-2.45, -0.44, -0.66], [0.66, 0.71, 1.38], [1.08, -0.20, 0.35], [0.69, -0.10, -0.41], [0.19, 0.42, 0.03], [0.43, -0.64, -0.24], [0.73, 0.05, -0.57], [-0.08, -0.11, 0.35], [-0.46, -0.11, 0.03], [0.16, -1.27, 0.00], [0.14, -0.13, -0.58], [0.16, -0.02, -1.38], [-1.15, -1.74, 1.68], [1.03, 1.46, 0.06], [0.81, 1.37, 0.18], [-1.08, 0.20, -0.58], [-0.10, 0.25, 0.53], [-0.13, -0.26, 0.13], [0.06, 0.04, -0.02], [1.04, -0.56, 1.11], [0.21, 0.99, 0.89], [0.65, 1.30, -2.02], [-0.26, -0.67, 1.08], [-0.48, 0.15, -0.60], [0.44, 0.10, -0.18], [0.57, -0.35, -0.19], [-0.71, 0.19, -0.58], [-0.63, -0.29, 0.15], [0.56, 0.30, -0.29], [-0.60, -0.53, 0.55], [0.51, 0.25, -0.27], [0.33, -0.03, 0.40], [-0.21, 0.01, -0.35], [0.19, -0.03, 0.31], [-0.76, -0.42, -0.08], [-0.78, -0.51, 0.07], [0.37, -0.72, -0.09], [-0.13, -3.33, 0.47], [-0.13, 1.86, -0.24], [0.28, -0.74, 0.73], [-0.42, 0.81, -1.44], [0.41, 3.01, 2.39], [0.10, 1.08, 0.00], [-0.49, -0.34, -0.48], [0.16, 0.00, -0.08], [-0.50, 0.70, -0.37], [0.15, -0.14, -0.72], [0.20, -0.78, 0.28], [0.01, 0.51, -0.07], [-0.11, -0.74, 0.42], [0.24, -0.05, 0.40], [-0.14, 0.09, -1.12], [0.11, -1.38, 0.05]], "e_tot_ha": -1881.69748, "spin_multiplicity": 2, "total_charge": 1, "orbital_gap_ha": [0.28948, 0.07159], "e_homo_ev": [-10.8703, -10.8703]}

=====

8.
{"formula": "C3N2O", "method": "wB97M-V/def2-TZVPD", "species": ["O", "C", "C", "N", "C", "N"], "coordinates": [[-0.2327, 1.6549, 0.2984], [-0.0998, 0.5226, -0.0384], [-1.2349, -0.3081, -0.7445], [-1.6266, -0.6903, 0.3003], [1.1152, -0.2719, 0.0847], [2.0788, -0.9073, 0.0995]], "forces_ev_per_a": [[0.22, -0.88, -0.28], [0.41, 1.39, -0.38], [0.11, 0.01, 1.79], [-0.90, -0.60, -1.09], [0.95, -0.44, -0.11], [-0.79, 0.52, 0.07]], "e_tot_ha": -298.94948, "relative_energy_ev": 1.8280, "orbital_gap_ha": 0.39267, "e_homo_ev": -12.5678}